Molecular formula: C29H56Cl3O7P3S
Method: DFT, ωB97M-V/def2-TZVPD

- SMILES string = C#CC[C@@H](O[C@](S)(CCCOC(C)=O)[C@H](C[C@H](C)Cl)O[C@@H](P(C)C)P(CC)CC)P(C)C.O=C1CCCO1.ClCCCl.O
- gap between HOMO and LUMO (eV) = 8.6
- net charge = 0
- E_LUMO (eV) = 0.4569
- E_HOMO (eV) = -8.2
- strongest force on any atom (eV/Å) = 1.11

```
99
C29H56Cl3O7P3S, DFT ωB97M-V/def2-TZVPD
C 4.54966 -3.02007 0.82229
C 4.09608 -1.96558 1.18367
C 3.48124 -0.67802 1.55595
C 3.03490 0.12917 0.32471
O 2.55937 1.40556 0.73998
C 1.16995 1.66196 0.88070
S 1.16428 3.32303 1.69060
C 0.50184 0.66166 1.81939
C -0.98672 0.88269 2.11319
C -1.27354 1.70569 3.36176
O -2.64552 1.44542 3.72740
C -2.89504 0.58558 4.73565
C -4.06740 -0.31433 4.47647
O -2.25382 0.59645 5.75435
C 0.50953 1.75456 -0.52476
C -0.51207 2.88523 -0.73535
C 0.07622 4.21236 -1.23192
C -0.62741 5.43205 -0.67826
Cl 0.00646 4.23680 -3.03421
O -0.06775 0.47630 -0.81421
C -0.09149 0.16277 -2.21203
P 1.63381 -0.36701 -2.74469
C 2.15359 1.09094 -3.73830
C 1.32001 -1.48121 -4.16709
P -1.38320 -1.15874 -2.58691
C -2.11584 -0.37361 -4.08883
C -3.57306 -0.80658 -4.34291
C -2.65309 -0.83359 -1.30206
C -2.45511 -1.79079 -0.12124
P 4.56814 0.46364 -0.71184
C 4.15615 2.01515 -1.60029
C 4.46529 -0.77983 -2.06039
H 4.95208 -3.95497 0.50453
H 4.20916 -0.08554 2.11674
H 2.62534 -0.87937 2.20153
H 2.28068 -0.43037 -0.23830
H 2.48487 3.30853 1.86402
H 1.05115 0.72182 2.76432
H 0.64172 -0.34353 1.41948
H -1.43850 -0.09772 2.25712
H -1.51281 1.31979 1.26581
H -0.60712 1.47525 4.19388
H -1.20081 2.77650 3.17405
H -4.43525 -0.21350 3.45828
H -3.74660 -1.34042 4.65906
H -4.86810 -0.08163 5.17883
H 1.34779 1.91593 -1.21880
H -1.11236 3.07012 0.16161
H -1.21429 2.52680 -1.48879
H 1.13521 4.24844 -0.97595
H -0.40668 6.31941 -1.26731
H -0.31251 5.58567 0.35548
H -1.71153 5.28302 -0.68250
H -0.37014 1.05440 -2.78768
H 2.52655 1.88096 -3.08442
H 2.94763 0.79806 -4.42732
H 1.32181 1.50351 -4.31251
H 2.28759 -1.68958 -4.62705
H 0.67468 -1.03122 -4.92529
H 0.87413 -2.41538 -3.82573
H -1.50525 -0.68455 -4.94020
H -2.03688 0.71685 -4.03402
H -3.86339 -1.67231 -3.74529
H -3.71584 -1.09316 -5.38619
H -4.26891 0.00688 -4.13245
H -3.62847 -1.02944 -1.75104
H -2.65056 0.20850 -0.97230
H -2.75456 -2.80025 -0.40779
H -1.40923 -1.82933 0.19186
H -3.06560 -1.48975 0.73146
H 3.33745 2.53834 -1.10433
H 3.90475 1.84787 -2.64983
H 5.03878 2.65602 -1.55979
H 3.80471 -1.60144 -1.78436
H 5.46968 -1.16313 -2.24694
H 4.08626 -0.33627 -2.98316
Cl -1.19420 5.31347 8.90400
C -2.20449 4.43255 7.72467
C -1.38669 3.60748 6.76773
Cl -0.42443 4.62594 5.65675
H -2.80544 5.16888 7.19785
H -2.85823 3.77450 8.29402
H -2.04251 2.99256 6.15673
H -0.69595 2.95551 7.29465
O -3.70905 -4.59108 -2.32216
C -2.96720 -5.43603 -1.91709
O -1.69534 -5.15681 -1.55039
C -0.99478 -6.35889 -1.19261
C -2.08449 -7.36206 -0.82234
C -3.22930 -6.92015 -1.73124
H -0.41199 -6.68338 -2.05744
H -0.31548 -6.11806 -0.37912
H -1.77166 -8.39433 -0.96044
H -2.36838 -7.22864 0.22211
H -3.18470 -7.39036 -2.71560
H -4.22279 -7.07336 -1.31961
O 8.00715 -0.24565 -1.21750
H 8.39249 -0.92393 -0.65657
H 7.15538 -0.04562 -0.80589
```

Löwdin atomic charge list, values in e, 2 entries:
1. C 0.11
2. C -0.15


Molecular formula: C15H33BF2N3O8P2S
Method: DFT, ωB97M-V/def2-TZVPD

- gap between HOMO and LUMO (eV) = 8.1
- net charge = +1
- E_LUMO (eV) = -3.5948
- E_HOMO (eV) = -11.7
- strongest force on any atom (eV/Å) = 5.07

```
65
C15H33BF2N3O8P2S, DFT ωB97M-V/def2-TZVPD
C 0.60713 -1.58006 4.51551
C -0.55113 -1.98368 3.38922
B -1.27136 -0.65865 2.71757
O -2.05543 0.20439 3.67075
C -1.13212 -0.22953 1.10180
P -2.90535 -0.14758 0.29794
N -2.97105 1.12133 -0.75699
O -4.15768 0.16115 1.47691
O -3.31472 -1.64331 -0.52349
C -0.34574 -1.32414 0.11058
C 1.16611 -0.68696 -0.21518
C 1.36530 -0.26924 -1.80201
F 1.83226 -1.37724 -2.66884
C 2.32004 1.05310 -2.03172
C 2.32602 1.58294 -3.61238
P 2.32757 -2.21977 0.03317
N 2.52738 -2.56696 1.63342
O 3.94622 -1.95657 -0.60651
O 1.63655 -3.66897 -0.72303
C 1.18141 0.50231 0.92268
N -0.24586 0.99562 0.85774
C -0.63393 2.32575 1.45423
C 0.07717 2.69573 2.88220
C -0.65973 4.10363 3.40421
S 0.29815 4.99219 4.74875
H 0.80356 -0.42852 4.58530
H 0.21166 -1.94267 5.58162
H 1.61470 -2.18940 4.33482
H -1.37833 -2.58138 3.99545
H -0.07802 -2.72913 2.62162
H -1.51990 0.35965 4.51195
H -3.72844 1.76460 -0.38217
H -4.60626 -0.73283 1.67828
H -2.90362 -2.42463 -0.03947
H -0.32787 -2.43573 0.47654
H -0.75699 -1.44210 -0.99390
H 0.28703 0.03913 -2.20811
H 1.91376 1.97242 -1.39278
H 3.44444 0.78949 -1.76391
H 3.28039 2.27619 -3.76011
H 1.39427 2.29685 -3.81598
H 2.37948 0.70740 -4.39195
H 3.56416 -2.49414 1.80936
H 4.32990 -2.90193 -0.66811
H 0.84516 -3.42431 -1.28696
H 1.61428 0.12732 1.95665
H 1.88313 1.44530 0.72461
H -0.38791 1.17587 -0.18166
H -1.82061 2.41369 1.54016
H -0.31474 3.16952 0.67816
H 1.22442 2.92005 2.82657
H -0.09230 1.92267 3.74341
H -0.80110 4.79651 2.47095
H -1.74377 3.89452 3.85058
H -0.63499 5.83121 5.43903
C -1.23688 -1.83573 -5.84589
C -1.00783 -1.59336 -4.39314
O -0.14362 -0.47992 -4.37705
C -0.44386 0.21827 -5.50800
O -0.10738 1.37340 -5.70880
O -1.17543 -0.53165 -6.38771
F -0.36600 -2.63886 -3.82511
H -0.45605 -2.45470 -6.30039
H -2.20866 -2.29657 -6.04253
H -1.91695 -1.36202 -3.82788
```

Löwdin atomic charge list, values in e, 2 entries:
1. C -0.12
2. C -0.16


Molecular formula: C3H10N2O
Method: DFT, ωB97M-V/def2-TZVPD

- gap between HOMO and LUMO (eV) = 3.6
- net charge = 0
- E_LUMO (eV) = -3.8621
- E_HOMO (eV) = -7.4
- strongest force on any atom (eV/Å) = 8.21
- energy relative to the best compared isomer or geometry (same formula, charge and spin) (kJ/mol) = 963.45

```
16
C3H10N2O, DFT ωB97M-V/def2-TZVPD
N 3.35550 0.19397 0.05771
C -0.92717 0.99369 0.51487
C -0.00149 -0.07285 -0.02982
O 1.16487 0.24515 -0.90578
C -2.12296 0.74424 1.06179
N -2.02628 -1.61994 -0.60559
H 3.49090 -0.65718 0.54296
H 4.21301 0.60659 -0.04480
H -0.48115 2.02683 0.59777
H 0.52043 -0.52543 0.89675
H -0.75252 -0.81179 -0.47695
H 2.08933 0.18718 -0.48419
H -2.62766 -0.23479 0.90114
H -2.51590 1.48590 1.69487
H -2.29263 -1.45881 -1.49816
H -1.95761 -2.58839 -0.32906
```

Löwdin atomic charge list, values in e, 2 entries:
1. N 0.01
2. C -0.13


Molecular formula: C4H11N3
Method: DFT, ωB97M-V/def2-TZVPD

- SMILES string = [H]/N=C(/C)[C@@H](N)CN
- gap between HOMO and LUMO (eV) = 9.9
- net charge = 0
- E_LUMO (eV) = 0.8833
- E_HOMO (eV) = -9.0
- strongest force on any atom (eV/Å) = 2.50
- energy relative to the best compared isomer or geometry (same formula, charge and spin) (kJ/mol) = 151.55

```
18
C4H11N3, DFT ωB97M-V/def2-TZVPD
C 0.17156 0.73075 -0.37583
C 1.41390 0.49587 0.50177
C -0.57430 -1.66539 -1.15429
C -0.77692 -0.51507 -0.21156
N -0.59256 1.91986 0.04409
N 1.15059 -0.50220 1.58834
N -1.84405 -0.46065 0.52902
H 0.45566 0.82089 -1.42930
H -1.44946 1.96403 -0.51246
H -0.05908 2.75957 -0.18094
H -1.79357 0.42003 1.06973
H 1.11934 -1.47165 1.27410
H 0.36618 -0.19643 2.16765
H 2.23630 0.11160 -0.11052
H 1.74354 1.42739 0.97599
H -0.71534 -1.31975 -2.18143
H 0.44070 -2.05513 -1.04790
H -1.29248 -2.46371 -0.94645
```

Löwdin atomic charge list, values in e, 2 entries:
1. C -0.35
2. C -0.21


Molecular formula: C2H3Br3ClP
Method: DFT, ωB97M-V/def2-TZVPD

- gap between HOMO and LUMO (eV) = 9.7
- net charge = 0
- E_LUMO (eV) = -0.4293
- E_HOMO (eV) = -10.1
- strongest force on any atom (eV/Å) = 3.52
- energy relative to the best compared isomer or geometry (same formula, charge and spin) (kJ/mol) = 51.41

```
10
C2H3Br3ClP, DFT ωB97M-V/def2-TZVPD
C 0.28190 -0.65905 0.83551
C -0.32067 -0.32152 -0.45727
P -0.31283 1.46838 -1.11304
Cl 1.71423 1.54202 -1.25320
Br 0.42661 -1.40819 -2.02903
Br -2.24143 -0.80351 -0.44089
Br -0.95753 2.27144 0.95438
H -0.04862 0.10707 1.56683
H 1.31100 -0.57651 0.82914
H 0.14735 -1.62014 1.10757
```

Löwdin atomic charge list, values in e, 2 entries:
1. C -0.31
2. C -1.51


Molecular formula: C22H45Br14InNO2
Method: DFT, ωB97M-V/def2-TZVPD

- gap between HOMO and LUMO (eV) = 5.1
- net charge = -1
- E_LUMO (eV) = 1.5845
- E_HOMO (eV) = -3.5
- strongest force on any atom (eV/Å) = 1.04
- energy relative to the best compared isomer or geometry (same formula, charge and spin) (kJ/mol) = 0.00

```
85
C22H45Br14InNO2, DFT ωB97M-V/def2-TZVPD
C -0.31475 -3.67905 2.96358
C -0.53765 -2.45549 2.07049
C -1.53515 -2.72684 0.94024
N 0.01419 -1.34114 2.29459
In 1.33582 -0.50090 0.83794
C 1.09626 1.70784 0.72824
C -0.00162 2.14873 -0.26766
C 0.51390 2.98118 -1.45079
C 1.70240 2.33395 -2.14482
O 1.21026 1.45083 -3.18425
C 1.73921 0.23466 -3.22611
O 1.57590 -0.50744 -4.17106
H -0.25386 -4.60120 2.37584
H -1.12922 -3.79217 3.69051
H 0.61582 -3.53079 3.51344
H -1.78209 -1.78766 0.44091
H -2.45267 -3.16960 1.34792
H -1.11466 -3.42991 0.20957
H 0.87944 -1.16524 -0.76128
H 3.00591 -0.93891 1.27585
H 2.07108 2.15523 0.50748
H 0.82719 2.05076 1.73396
H -0.55687 1.29034 -0.67330
H -0.75151 2.74169 0.26897
H -0.26445 3.08891 -2.21816
H 0.77342 3.99330 -1.12136
H 2.35254 3.06743 -2.63225
H 2.31071 1.75491 -1.44674
H 2.31491 -0.04808 -2.33595
Br -3.65279 3.16433 0.05658
C -3.88520 4.84007 1.00239
C -3.55513 6.02438 0.13388
Br -1.63803 6.22627 -0.12738
H -3.25050 4.79075 1.88174
H -4.92974 4.87896 1.30483
H -3.88843 6.94680 0.60140
H -3.99492 5.94164 -0.85415
Br -2.56928 1.21827 -5.40622
C -1.19055 -0.13696 -5.63368
C -1.49709 -1.06170 -6.77822
Br -2.90587 -2.33877 -6.35815
H -1.10229 -0.65706 -4.68668
H -0.26738 0.40334 -5.81875
H -0.62023 -1.65988 -7.01442
H -1.82806 -0.52540 -7.66175
Br -6.28816 8.24455 -0.95319
C -6.51744 9.72325 0.28547
C -6.08761 9.36186 1.68274
Br -7.35963 8.18415 2.55985
H -7.56373 10.00675 0.23883
H -5.90027 10.53251 -0.09766
H -6.02719 10.25342 2.30220
H -5.13211 8.84747 1.69461
Br 3.18569 -5.40292 4.59738
C 3.21520 -4.26731 6.17302
C 2.19079 -4.70145 7.19018
Br 0.39410 -4.20230 6.66121
H 3.04589 -3.25227 5.82707
H 4.21895 -4.35596 6.58261
H 2.36941 -4.21159 8.14497
H 2.19358 -5.77889 7.32725
Br 5.78387 1.89959 -1.84201
C 6.69642 0.20272 -2.08208
C 5.83012 -0.81873 -2.76282
Br 4.45360 -1.56002 -1.61575
H 7.01004 -0.12364 -1.09552
H 7.56819 0.41937 -2.69547
H 6.43315 -1.67008 -3.07461
H 5.30044 -0.41946 -3.61961
Br 5.15555 -4.03393 -6.30998
C 3.96182 -2.66868 -5.59941
C 3.86536 -1.47432 -6.50928
Br 5.46198 -0.35836 -6.44127
H 4.33535 -2.41053 -4.61402
H 2.98886 -3.14131 -5.49693
H 3.04585 -0.83697 -6.18283
H 3.72933 -1.75057 -7.54957
Br -3.31443 -4.74823 6.34188
C -3.27767 -6.65182 5.96150
C -3.02999 -7.47205 7.20092
Br -1.16946 -7.40781 7.75674
H -2.51327 -6.80547 5.20616
H -4.25568 -6.88672 5.54767
H -3.24443 -8.52130 7.01133
H -3.62145 -7.12337 8.04121
```

Löwdin atomic charge list, values in e, 2 entries:
1. C -0.10
2. C -0.61


Molecular formula: C4H6N2
Method: DFT, ωB97M-V/def2-TZVPD

- SMILES string = C[C@@]1(C#N)CN1
- gap between HOMO and LUMO (eV) = 10.6
- net charge = 0
- E_LUMO (eV) = 0.8200
- E_HOMO (eV) = -9.8
- strongest force on any atom (eV/Å) = 1.25
- energy relative to the best compared isomer or geometry (same formula, charge and spin) (kJ/mol) = 250.08

```
12
C4H6N2, DFT ωB97M-V/def2-TZVPD
C 1.49060 -0.25667 -0.01227
C 0.01759 0.20683 -0.08217
C -0.96021 -0.87988 -0.29606
N -1.16856 -0.10565 0.89340
C -0.27026 1.61688 -0.23838
N -0.49531 2.73604 -0.03149
H 1.81567 -0.54041 -1.03025
H 1.59128 -1.16492 0.59012
H 2.20787 0.48764 0.34143
H -1.64863 -0.92376 -1.12503
H -0.55353 -1.83044 0.03024
H -1.92336 0.56459 0.67416
```

Löwdin atomic charge list, values in e, 2 entries:
1. C -0.02
2. C -0.41


Molecular formula: C36H32BF4GeN4O2STc
Method: DFT, ωB97M-V/def2-TZVPD

- gap between HOMO and LUMO (eV) = 5.4
- net charge = +2
- E_LUMO (eV) = -8.0547
- E_HOMO (eV) = -13.4
- strongest force on any atom (eV/Å) = 2.12
- energy relative to the best compared isomer or geometry (same formula, charge and spin) (kJ/mol) = 281.32

```
82
C36H32BF4GeN4O2STc, DFT ωB97M-V/def2-TZVPD
Tc 1.99849 -0.13727 -0.12245
C 4.55124 1.07121 -2.93584
C 4.28685 1.04001 -1.47129
C 3.21959 1.77854 -0.91514
C 3.01457 1.81170 0.48526
C 3.83639 1.03044 1.32374
C 4.90623 0.32420 0.76590
C 5.12335 0.33121 -0.60294
H 4.75639 0.07292 -3.32337
H 5.43749 1.67918 -3.13087
H 3.71656 1.49776 -3.48904
H 2.69791 2.47902 -1.55888
H 2.35146 2.55762 0.91905
H 3.73823 1.11278 2.39498
H 5.59257 -0.20048 1.41231
H 5.97440 -0.18619 -1.01757
N -4.20422 -5.85914 -0.72296
C -3.30705 -4.99720 -0.23356
C -3.24031 -3.67276 -0.71966
C -2.30411 -2.78984 -0.24656
C -1.43078 -3.20878 0.75054
C -1.48919 -4.49895 1.28151
C -2.41476 -5.38265 0.79066
S -0.17970 -2.16224 1.36892
O 0.07488 -2.36601 2.74646
O -0.63104 -0.54116 1.12726
N 1.16654 -1.94491 0.52482
C 2.13904 -2.84975 0.37500
N 3.23917 -2.24991 -0.11203
C 4.29899 -3.01659 -0.31992
C 4.26825 -4.37014 -0.02466
C 3.07843 -4.87970 0.48719
N 2.01367 -4.12456 0.68667
H -4.81588 -5.59325 -1.47507
H -4.23843 -6.81386 -0.40834
H -3.93653 -3.35763 -1.48023
H -2.25566 -1.78844 -0.63575
H -0.80130 -4.78848 2.05627
H -2.46567 -6.38687 1.18002
H 5.18267 -2.53779 -0.71688
H 5.12780 -4.99347 -0.19340
H 2.95471 -5.92175 0.74402
F 0.13659 -2.60588 -1.88328
B 0.12846 -1.36321 -2.41729
F -0.02546 -1.25833 -3.72341
F -0.70458 -0.51965 -1.69879
F 1.50960 -0.76863 -2.02582
C 0.23733 0.23336 0.56670
Ge -1.10828 1.91216 0.27330
C -0.82902 3.27151 -1.14677
C 0.32264 4.04935 -1.22825
C 0.41319 5.06795 -2.15894
C -0.64504 5.32427 -3.01905
C -1.80262 4.57001 -2.92517
C -1.89744 3.55017 -1.99547
C -2.86157 0.99844 0.15326
C -3.62769 0.83069 1.30234
C -4.86968 0.22419 1.23036
C -5.34807 -0.23101 0.01279
C -4.59190 -0.06272 -1.13580
C -3.35292 0.55077 -1.06902
C -0.65841 2.66502 2.08918
C -0.57631 1.86675 3.22457
C -0.46741 2.45429 4.47407
C -0.41598 3.83266 4.59425
C -0.50711 4.62913 3.46661
C -0.61275 4.05128 2.21251
H 1.13499 3.87552 -0.53448
H 1.30317 5.67554 -2.20938
H -0.56719 6.11204 -3.75262
H -2.63580 4.78127 -3.57534
H -2.81611 2.98692 -1.91097
H -3.26033 1.17980 2.25671
H -5.46512 0.10281 2.12226
H -6.30919 -0.71817 -0.04166
H -4.97529 -0.38351 -2.09238
H -2.75874 0.66062 -1.96340
H -0.60444 0.78665 3.15165
H -0.42820 1.83380 5.35395
H -0.29970 4.28554 5.56527
H -0.50370 5.70299 3.55876
H -0.69120 4.67882 1.33461
```

Löwdin atomic charge list, values in e, 2 entries:
1. Tc 1.51
2. C 0.00